No. 1
DFT (ωB97M-V/def2-TZVPD) results for 2 unconnected molecules or ions with the total composition H3OPS2 at a distorted geometry.

Positions of all 7 atoms, in Å:
O: -1.413 0.238 -0.953
P: 0.127 0.212 -0.288
S: 1.172 1.729 -0.798
S: -0.206 -0.047 1.754
H: -2.053 -0.452 -0.726
H: 1.189 -1.817 -0.734
H: 1.183 0.137 1.744

## Properties
- max |F| (eV Å⁻¹) = 2.700
- energy above the lowest of the compared OMol25 structures with the same formula, charge and spin (eV) = 3.144
- electronic energy (hartree) = -1214.69649

These are the Löwdin partial charges, in e, on atoms 1 to 5: -0.3687 -0.1619 0.1760 0.3587 0.0577

No. 2
DFT (ωB97M-V/def2-TZVPD) results for 2 unconnected molecules or ions with the total composition H3PS2 at a distorted geometry.

Positions of all 6 atoms, in Å:
P: 0.750 -0.071 -0.243
S: 2.601 -0.096 0.275
S: -0.525 -1.572 0.007
H: -0.367 1.740 0.045
H: 0.639 -0.005 -1.584
H: -0.757 -1.545 1.413

## Properties
- spin multiplicity = 3
- max |F| (eV Å⁻¹) = 3.243
- energy above the lowest of the compared OMol25 structures with the same formula, charge and spin (eV) = 2.006
- expectation value of S² = 2.01
- electronic energy (hartree) = -1139.36514

These are the Löwdin partial charges, in e, on atoms 1 to 5: -0.2230 0.1520 0.2867 0.0134 -0.1150

No. 3
DFT (ωB97M-V/def2-TZVPD) results for 2 unconnected molecules or ions with the total composition H3S3.

Positions of all 6 atoms, in Å:
S: 1.403 -0.790 0.033
H: 2.672 -0.822 -0.414
S: -2.144 0.529 0.603
S: 0.565 0.396 -1.500
H: -1.444 -0.304 1.430
H: -1.052 0.991 -0.152

## Properties
- max |F| (eV Å⁻¹) = 0.798
- total charge = -1
- energy above the lowest of the compared OMol25 structures with the same formula, charge and spin (eV) = 0.225
- electronic energy (hartree) = -1196.39672

These are the Löwdin partial charges, in e, on atoms 1 to 5: -0.0627 -0.2798 0.2815 -0.3519 -0.2441

No. 4
DFT (ωB97M-V/def2-TZVPD) results for a molecular structure, H40K2O24S at a distorted geometry.

Positions of all 67 atoms, in Å:
K: -0.932 -4.276 3.305
K: -0.283 -0.224 0.551
S: -0.005 -3.267 -3.397
O: -0.304 -4.552 -3.991
O: -0.255 -2.058 -4.151
O: -0.707 -3.226 -2.118
O: 1.405 -3.265 -2.994
O: 3.913 0.924 2.194
H: 3.475 1.465 1.537
H: 3.199 0.503 2.673
O: -2.285 -0.195 -4.234
H: -1.552 -0.811 -4.230
H: -2.479 -0.058 -5.161
O: 0.830 0.206 5.063
H: 1.463 0.022 5.757
H: -0.013 0.253 5.513
O: -0.490 3.299 -0.022
H: -0.483 4.163 -0.436
H: 0.013 3.415 0.784
O: 0.494 -0.337 -2.016
H: 0.141 -1.077 -2.510
H: 1.261 -0.058 -2.517
O: -2.335 -1.763 2.930
H: -2.465 -0.994 3.486
H: -3.220 -2.078 2.746
O: -3.074 -2.640 -2.880
H: -2.245 -2.955 -2.521
H: -2.826 -1.927 -3.469
O: -2.970 3.819 -1.676
H: -3.292 2.975 -1.993
H: -2.175 3.604 -1.188
O: -3.179 2.042 1.913
H: -2.256 1.869 2.099
H: -3.220 2.128 0.961
O: 1.789 -2.525 -0.484
H: 1.491 -2.902 -1.311
H: 2.152 -1.673 -0.725
O: 2.950 2.433 -1.598
H: 2.759 3.112 -2.245
H: 2.726 2.833 -0.758
O: 1.576 -4.255 1.823
H: 2.190 -3.601 2.156
H: 1.126 -3.816 1.102
O: -0.952 -3.276 0.538
H: -1.901 -3.156 0.573
H: -0.747 -3.295 -0.397
O: 2.630 3.556 0.693
H: 2.952 4.445 0.845
H: 2.213 3.308 1.517
O: -3.064 0.234 -0.492
H: -3.867 -0.248 -0.293
H: -3.191 0.552 -1.386
O: 1.557 -1.168 2.348
H: 2.420 -1.410 2.013
H: 1.739 -0.696 3.161
O: -1.113 1.036 3.448
H: -1.934 0.644 3.747
H: -0.434 0.581 3.947
O: 3.381 -0.178 -1.525
H: 4.272 -0.100 -1.865
H: 3.047 0.719 -1.518
O: -0.332 2.078 -4.453
H: 0.161 2.423 -3.708
H: -0.814 1.331 -4.096
O: 0.835 2.728 2.616
H: -0.079 2.801 2.890
H: 1.316 2.563 3.428

## Properties
- max |F| (eV Å⁻¹) = 4.986
- electronic energy (hartree) = -3427.86757

These are the Löwdin partial charges, in e, on atoms 1 to 5: 0.9405 0.8209 0.2229 -0.3375 -0.3539

No. 5
DFT (ωB97M-V/def2-TZVPD) results for 20 unconnected molecules or ions with the total composition H40O20 at a distorted geometry.

Positions of all 60 atoms, in Å:
O: -2.762 -2.284 1.853
H: -2.736 -2.757 1.021
H: -2.785 -1.360 1.603
O: 2.404 -0.653 -2.401
H: 2.643 0.204 -2.754
H: 1.513 -0.803 -2.718
O: -2.731 -2.153 -1.942
H: -3.605 -2.170 -2.331
H: -2.705 -1.335 -1.445
O: 2.990 1.932 -3.278
H: 2.221 2.496 -3.359
H: 3.693 2.522 -3.006
O: 2.417 -2.471 -0.336
H: 1.460 -2.484 -0.304
H: 2.624 -1.961 -1.119
O: -0.225 -2.218 0.081
H: -0.756 -2.259 -0.714
H: -0.765 -2.634 0.752
O: -3.365 1.024 2.477
H: -3.513 1.968 2.537
H: -3.625 0.686 3.334
O: 2.007 2.447 0.618
H: 1.494 1.641 0.678
H: 1.374 3.116 0.359
O: 5.100 -0.680 3.469
H: 4.951 -1.460 4.004
H: 4.784 -0.922 2.599
O: -1.300 1.528 -1.365
H: -0.547 1.334 -0.807
H: -0.951 1.503 -2.256
O: -0.561 4.015 -0.033
H: -0.922 4.901 -0.064
H: -1.327 3.446 0.045
O: -5.648 -1.940 1.836
H: -4.750 -1.867 2.158
H: -5.581 -1.761 0.898
O: 4.673 1.728 0.462
H: 3.763 1.981 0.618
H: 5.179 2.515 0.665
O: 4.709 -1.307 0.635
H: 4.822 -0.366 0.503
H: 3.821 -1.489 0.326
O: -5.591 -0.194 -0.479
H: -5.793 0.740 -0.536
H: -4.713 -0.273 -0.853
O: -0.297 1.032 -3.762
H: -0.414 0.082 -3.720
H: -0.212 1.222 -4.696
O: -2.845 -2.293 4.451
H: -2.700 -2.322 3.505
H: -2.047 -1.901 4.804
O: 5.225 -0.097 -2.133
H: 4.402 -0.344 -1.710
H: 5.421 0.773 -1.787
O: -2.827 0.011 0.116
H: -2.290 0.573 -0.443
H: -2.989 0.536 0.900
O: 0.251 0.525 0.790
H: -0.608 0.625 1.203
H: 0.542 -0.349 1.050

## Properties
- max |F| (eV Å⁻¹) = 1.199
- energy above the lowest of the compared OMol25 structures with the same formula, charge and spin (eV) = 2.270
- electronic energy (hartree) = -1528.79956

These are the Löwdin partial charges, in e, on atoms 1 to 5: -0.0360 0.0708 0.0207 -0.0412 -0.0029

No. 6
DFT (ωB97M-V/def2-TZVPD) results for 21 unconnected molecules or ions with the total composition H42O21 at a distorted geometry.

Positions of all 63 atoms, in Å:
O: 2.199 1.469 1.497
H: 2.301 0.654 1.005
H: 2.707 2.245 1.420
O: 1.546 -4.889 0.485
H: 1.345 -3.960 0.785
H: 1.572 -4.723 -0.468
O: 3.954 -3.130 -0.816
H: 3.568 -2.297 -0.406
H: 4.503 -3.416 -0.137
O: 0.430 -2.323 3.519
H: 0.611 -1.466 3.880
H: -0.270 -2.822 3.929
O: 0.628 3.610 1.010
H: 0.138 3.100 1.653
H: 1.029 2.975 0.384
O: -5.165 1.499 -1.220
H: -4.706 0.810 -1.705
H: -4.288 1.668 -0.806
O: -2.176 4.345 1.308
H: -1.397 4.648 0.851
H: -2.890 3.884 0.766
O: -1.897 -0.025 -4.290
H: -1.975 -0.785 -4.934
H: -1.080 0.259 -3.985
O: 1.393 -1.016 1.185
H: 0.690 -1.134 1.851
H: 2.095 -1.559 1.515
O: -0.097 3.459 3.924
H: -0.514 2.626 3.727
H: 0.767 3.213 4.262
O: -2.451 0.857 0.817
H: -3.203 1.475 0.904
H: -2.430 0.411 0.003
O: -1.081 -2.554 0.765
H: -1.543 -1.746 0.609
H: -0.652 -2.612 1.587
O: 3.105 -0.159 -0.485
H: 2.358 -0.447 -0.915
H: 3.428 0.487 -1.086
O: 0.829 -1.673 -3.856
H: 0.301 -1.798 -3.040
H: 1.194 -0.838 -3.478
O: -1.969 0.947 3.377
H: -2.285 1.779 3.045
H: -2.118 0.311 2.636
O: -0.832 -2.969 -1.575
H: -0.141 -3.385 -1.092
H: -0.858 -2.043 -1.356
O: 0.578 0.393 -1.395
H: 1.137 1.063 -0.993
H: -0.044 0.125 -0.748
O: 3.670 -2.441 2.312
H: 4.579 -2.608 1.813
H: 3.315 -3.282 2.586
O: 2.138 2.609 -2.816
H: 2.602 3.332 -2.347
H: 1.270 2.929 -2.971
O: -2.473 2.964 -1.735
H: -2.495 3.446 -2.595
H: -1.932 2.185 -1.875
O: -2.531 -1.015 -1.982
H: -2.400 -1.793 -2.545
H: -3.072 -0.291 -2.352

## Properties
- max |F| (eV Å⁻¹) = 4.609
- energy above the lowest of the compared OMol25 structures with the same formula, charge and spin (eV) = 8.824
- electronic energy (hartree) = -1605.09984

These are the Löwdin partial charges, in e, on atoms 1 to 5: -0.0594 -0.0258 0.0206 -0.0666 0.0295

No. 7
DFT (ωB97M-V/def2-TZVPD) results for 21 unconnected molecules or ions with the total composition H42O21 at a distorted geometry.

Positions of all 63 atoms, in Å:
O: 1.988 0.366 -0.795
H: 1.847 -0.344 -0.147
H: 2.944 0.407 -0.768
O: 1.012 -3.467 -2.185
H: 0.987 -2.909 -2.938
H: 1.976 -3.705 -2.216
O: -1.634 0.176 -0.946
H: -2.128 0.993 -0.854
H: -2.381 -0.450 -0.763
O: -2.092 -1.494 1.808
H: -1.585 -0.659 1.678
H: -2.953 -1.296 1.538
O: -3.016 2.003 2.529
H: -3.123 2.791 3.181
H: -2.569 2.536 1.755
O: -2.847 2.567 -0.890
H: -2.393 2.441 -0.154
H: -2.050 2.914 -1.513
O: 3.595 2.312 -1.864
H: 4.551 2.342 -1.572
H: 3.321 1.527 -1.406
O: -1.561 -3.868 3.063
H: -1.421 -2.910 3.298
H: -2.497 -3.797 2.990
O: -2.459 -0.173 -4.233
H: -2.427 -1.039 -4.244
H: -2.245 0.199 -5.110
O: -1.221 3.548 -3.241
H: -1.055 2.681 -3.520
H: -0.559 4.127 -3.520
O: 4.046 0.829 1.100
H: 4.518 0.155 0.817
H: 3.390 0.677 1.838
O: 0.072 -2.732 1.235
H: -0.583 -2.203 0.902
H: -0.367 -3.149 2.061
O: -4.172 0.036 -0.142
H: -3.932 0.570 0.698
H: -4.120 0.780 -0.808
O: -0.523 2.639 0.771
H: -0.457 3.656 0.715
H: 0.316 2.306 0.788
O: 4.100 -1.819 -0.207
H: 3.158 -2.166 -0.034
H: 4.652 -2.563 -0.368
O: -0.942 -2.726 -4.564
H: -0.047 -2.364 -4.557
H: -1.355 -2.885 -3.776
O: 2.050 3.084 1.005
H: 2.412 3.898 1.341
H: 2.328 3.057 0.137
O: 0.491 -0.564 -2.929
H: 0.769 -0.503 -3.805
H: -0.174 0.029 -2.857
O: -1.477 0.174 3.857
H: -0.718 0.163 4.498
H: -1.681 1.117 3.819
O: 2.409 -2.880 2.941
H: 2.704 -3.147 2.062
H: 1.549 -3.038 2.754
O: 0.994 0.802 4.138
H: 1.012 -0.147 4.097
H: 1.571 1.094 3.513

## Properties
- max |F| (eV Å⁻¹) = 7.996
- energy above the lowest of the compared OMol25 structures with the same formula, charge and spin (eV) = 10.637
- electronic energy (hartree) = -1605.03321

These are the Löwdin partial charges, in e, on atoms 1 to 5: -0.0471 0.0526 -0.0191 -0.0490 -0.0404

No. 8
DFT (ωB97M-V/def2-TZVPD) results for 24 unconnected molecules or ions with the total composition H48O24 at a distorted geometry.

Positions of all 72 atoms, in Å:
O: -2.515 1.218 -3.627
H: -3.457 1.297 -3.475
H: -2.174 2.102 -3.491
O: 0.224 -0.513 0.035
H: 0.604 0.328 -0.223
H: -0.409 -0.291 0.717
O: -1.990 -2.006 -0.566
H: -1.154 -1.539 -0.585
H: -2.420 -1.760 -1.385
O: -0.286 -2.178 4.732
H: -0.592 -2.423 3.858
H: 0.372 -1.501 4.575
O: -3.053 -4.718 0.693
H: -3.807 -4.627 1.276
H: -2.841 -3.821 0.433
O: 1.811 -0.262 -4.650
H: 1.974 -1.034 -5.191
H: 1.146 -0.545 -4.022
O: -1.311 -3.606 -3.593
H: -0.408 -3.673 -3.283
H: -1.609 -4.513 -3.663
O: 1.265 2.175 -0.119
H: 2.111 2.165 0.327
H: 1.441 2.599 -0.959
O: 4.658 3.872 -1.032
H: 4.751 4.809 -1.209
H: 3.921 3.597 -1.578
O: 4.216 0.896 -3.608
H: 3.324 0.604 -3.796
H: 4.771 0.338 -4.153
O: 1.283 -3.269 -2.667
H: 1.326 -2.923 -1.776
H: 2.167 -3.152 -3.013
O: -3.487 3.583 0.179
H: -3.894 4.424 -0.027
H: -4.118 3.144 0.750
O: 3.455 0.019 2.649
H: 2.524 0.073 2.866
H: 3.709 0.922 2.456
O: -4.500 -0.228 1.431
H: -5.379 -0.572 1.269
H: -3.936 -0.719 0.833
O: -4.542 2.201 2.891
H: -4.686 1.347 2.483
H: -5.149 2.219 3.630
O: 0.690 0.386 3.748
H: 0.966 0.675 4.618
H: -0.188 0.752 3.641
O: 4.644 -1.399 0.601
H: 3.843 -1.882 0.395
H: 4.428 -0.902 1.390
O: -0.700 4.111 0.641
H: -1.582 3.739 0.632
H: -0.128 3.377 0.418
O: -1.053 -4.011 2.815
H: -1.819 -4.307 2.323
H: -0.442 -4.747 2.773
O: -2.784 -1.367 -2.917
H: -2.307 -2.123 -3.261
H: -2.477 -0.630 -3.444
O: 1.714 -3.170 0.137
H: 0.935 -2.697 0.429
H: 2.181 -3.385 0.945
O: -2.210 1.206 4.011
H: -2.339 0.407 4.522
H: -3.063 1.375 3.612
O: 4.256 2.327 1.253
H: 4.011 3.070 1.804
H: 4.529 2.722 0.424
O: 2.085 3.971 -2.368
H: 1.861 4.898 -2.451
H: 1.613 3.545 -3.084

## Properties
- max |F| (eV Å⁻¹) = 1.848
- energy above the lowest of the compared OMol25 structures with the same formula, charge and spin (eV) = 2.096
- electronic energy (hartree) = -1834.59940

These are the Löwdin partial charges, in e, on atoms 1 to 5: -0.0355 0.0549 0.0495 -0.0318 0.0142

No. 9
DFT (ωB97M-V/def2-TZVPD) results for 2 unconnected molecules or ions with the total composition H4I2OSi2 at a distorted geometry.

Positions of all 9 atoms, in Å:
I: -2.382 0.269 0.616
Si: -1.046 0.229 -1.440
I: -0.158 -2.023 -1.681
H: 0.108 1.279 -1.475
H: -2.010 0.434 -2.579
O: 1.128 0.610 0.277
Si: 1.448 0.031 1.643
H: 0.904 0.413 2.854
H: 2.008 -1.242 1.786

## Properties
- max |F| (eV Å⁻¹) = 2.229
- energy above the lowest of the compared OMol25 structures with the same formula, charge and spin (eV) = 2.601
- electronic energy (hartree) = -1252.02860

These are the Löwdin partial charges, in e, on atoms 1 to 5: 0.3251 -0.3502 0.3353 -0.0529 -0.1209

No. 10
DFT (ωB97M-V/def2-TZVPD) results for 2 unconnected molecules or ions with the total composition H4INP2 at a distorted geometry.

Positions of all 8 atoms, in Å:
N: 0.796 1.788 -0.714
P: -0.827 -0.395 1.097
P: 1.090 -0.715 0.130
I: 2.407 2.800 -1.231
H: 0.310 1.671 -1.558
H: -0.370 0.757 1.735
H: -1.408 0.451 0.045
H: 1.794 -0.951 1.467

## Properties
- max |F| (eV Å⁻¹) = 2.630
- energy above the lowest of the compared OMol25 structures with the same formula, charge and spin (eV) = 2.835
- electronic energy (hartree) = -1037.39847

These are the Löwdin partial charges, in e, on atoms 1 to 5: -0.7199 0.3378 0.3779 0.6391 -0.1421